# 1
Entry from the OMol25 dataset: a molecular structure, C4H7N3O2S in a non-equilibrium geometry (ωB97M-V/def2-TZVPD).

Atoms and positions in Å:
1 C 1.5099 -1.0944 0.1340
2 C 1.1637 0.3304 0.4970
3 C -0.9611 0.0240 -0.6605
4 C -0.4976 2.1771 0.4212
5 N 0.4788 -1.9162 0.3941
6 N -0.8238 -1.5851 0.4353
7 N -0.1153 0.7583 0.1000
8 O 2.5903 -1.4994 -0.1459
9 O 1.8485 1.0182 1.2419
10 S -0.1751 -0.5010 -2.2542
11 H -1.9168 0.4050 -0.5844
12 H -0.5956 2.1563 1.5203
13 H 0.3167 2.7808 0.1408
14 H -1.4278 2.3702 -0.1525
15 H 0.6441 -2.7744 -0.1328
16 H -1.0890 -1.0740 1.2564
17 H -0.9499 -1.5757 -2.2106

The energy above the lowest of the compared OMol25 structures with the same formula, charge and spin is 252.6 kJ/mol. Its LUMO energy is 0.00 eV. As for the HOMO energy: -8.924 eV. The spin multiplicity is 1. As for the gap between HOMO and LUMO: 8.923 eV.

=====

# 2
Entry from the OMol25 dataset: a single C24H32N2O3 molecule (ωB97M-V/def2-TZVPD).

Atoms and positions in Å:
1 C -5.3543 -1.5177 -1.4719
2 O -5.0129 -0.2551 -0.9631
3 C -6.0048 0.2869 -0.1242
4 C -5.6301 1.7186 0.2483
5 N -4.3565 1.7786 0.9222
6 C -3.3656 2.6090 0.5139
7 O -3.5337 3.4549 -0.3376
8 C -2.0378 2.3988 1.2188
9 C -1.0707 1.6600 0.2858
10 C -1.5372 0.2555 -0.1096
11 C -1.4962 -0.7244 1.0637
12 C -1.9338 -2.1185 0.5947
13 N -1.1728 -2.6526 -0.5118
14 C 0.0270 -3.4041 -0.1942
15 C 1.1884 -2.6332 0.3924
16 C 1.3148 -2.4721 1.7677
17 C 2.3477 -1.7163 2.2939
18 C 3.2679 -1.1052 1.4625
19 C 3.1555 -1.2682 0.0858
20 O 4.0709 -0.7590 -0.7990
21 C 4.6319 0.4701 -0.5689
22 C 5.9288 0.6734 -1.0296
23 C 6.5251 1.9113 -0.8843
24 C 5.8387 2.9520 -0.2805
25 C 4.5440 2.7514 0.1664
26 C 3.9351 1.5183 0.0229
27 C 2.1263 -2.0405 -0.4402
28 C -1.0990 -1.7132 -1.6097
29 C -0.6450 -0.3011 -1.2208
30 H -6.2678 -1.4678 -2.0770
31 H -5.5087 -2.2460 -0.6649
32 H -4.5233 -1.8404 -2.0957
33 H -6.9795 0.2911 -0.6356
34 H -6.1028 -0.3300 0.7863
35 H -6.4212 2.1358 0.8834
36 H -5.5327 2.3317 -0.6513
37 H -4.1467 1.0363 1.5699
38 H -2.1708 1.8528 2.1529
39 H -1.6202 3.3811 1.4453
40 H -0.9584 2.2591 -0.6203
41 H -0.0918 1.5921 0.7687
42 H -2.5629 0.3120 -0.4912
43 H -2.1627 -0.4052 1.8677
44 H -0.4815 -0.7654 1.4642
45 H -1.8902 -2.8297 1.4232
46 H -2.9755 -2.0510 0.2576
47 H -0.2712 -4.1898 0.5078
48 H 0.3503 -3.8860 -1.1222
49 H 0.6040 -2.9449 2.4300
50 H 2.4423 -1.6028 3.3640
51 H 4.0777 -0.5194 1.8721
52 H 6.4483 -0.1472 -1.4995
53 H 7.5329 2.0624 -1.2414
54 H 6.3085 3.9168 -0.1640
55 H 3.9973 3.5617 0.6257
56 H 2.9191 1.3674 0.3587
57 H 2.0733 -2.1677 -1.5111
58 H -0.4418 -2.1257 -2.3780
59 H -2.1089 -1.6396 -2.0325
60 H -0.6993 0.3423 -2.1009
61 H 0.3908 -0.3213 -0.8774

The energy above the lowest of the compared OMol25 structures with the same formula, charge and spin is 150.4 kJ/mol. Its LUMO energy is 0.72 eV. As for the HOMO energy: -8.092 eV. The spin multiplicity is 1. As for the gap between HOMO and LUMO: 8.814 eV.

=====

# 3
Entry from the OMol25 dataset: a single HNO3S molecule in a non-equilibrium geometry (ωB97M-V/def2-TZVPD).

Atoms and positions in Å:
1 N -2.6908 -0.0333 0.4123
2 O -1.7661 -0.0449 -0.6574
3 O -3.6963 -0.5724 0.1248
4 O -0.5000 1.6863 0.6898
5 S -0.3530 0.8881 -0.4866
6 H 0.4054 -0.2609 -0.0228

The energy above the lowest of the compared OMol25 structures with the same formula, charge and spin is 105.8 kJ/mol. Its LUMO energy is -0.31 eV. As for the HOMO energy: -10.353 eV. The spin multiplicity is 1. As for the gap between HOMO and LUMO: 10.040 eV.

=====

# 4
Entry from the OMol25 dataset: a molecular structure, C12H36CaFO6 in a non-equilibrium geometry (ωB97M-V/def2-TZVPD).

Atoms and positions in Å:
1 Ca -0.1276 -2.0943 -1.6291
2 F 0.4327 -0.4305 -0.1676
3 C -2.3273 2.4721 2.4562
4 C -1.9285 1.8781 1.1163
5 O -1.7124 0.4783 1.2640
6 H -1.5553 2.2914 3.2094
7 H -3.2005 1.9428 2.8446
8 H -2.5383 3.5399 2.4349
9 H -1.0470 2.3720 0.6964
10 H -2.7738 2.0734 0.4375
11 H -0.8722 0.2230 0.8221
12 C 1.5063 -0.7625 4.6002
13 C 0.9536 -0.4760 3.2144
14 O 2.0313 -0.2633 2.2999
15 H 2.2021 0.0235 4.8962
16 H 2.0784 -1.6894 4.6189
17 H 0.6507 -0.8160 5.2714
18 H 0.2811 0.3817 3.2016
19 H 0.4124 -1.3777 2.8914
20 H 1.6827 -0.2130 1.3995
21 C -1.8586 1.4434 -3.7222
22 C -0.6325 0.5513 -3.5958
23 O -1.0326 -0.8295 -3.4787
24 H -1.5951 2.4670 -4.0010
25 H -2.3565 1.5441 -2.7586
26 H -2.5505 1.0953 -4.4897
27 H -0.0593 0.8456 -2.7111
28 H 0.0872 0.6688 -4.4117
29 H -1.3130 -1.1425 -4.3474
30 C 3.5276 -2.5776 0.4261
31 C 2.1427 -3.1619 0.4280
32 O 1.6414 -3.4082 -0.9220
33 H 3.9175 -2.5269 1.4411
34 H 3.5423 -1.5955 -0.0467
35 H 4.2494 -3.2005 -0.1164
36 H 1.4702 -2.4470 0.9081
37 H 2.1020 -4.0878 1.0060
38 H 2.2186 -4.0951 -1.2843
39 C -4.0053 -2.2343 -2.1906
40 C -3.7688 -1.3457 -0.9902
41 O -2.3719 -1.0349 -0.9190
42 H -3.3924 -3.1397 -2.1278
43 H -3.7728 -1.7003 -3.1119
44 H -5.0375 -2.5738 -2.2656
45 H -4.1213 -1.8083 -0.0629
46 H -4.3437 -0.4161 -1.0479
47 H -2.2592 -0.3893 -0.1815
48 C 3.3694 3.6883 -0.2697
49 C 2.6437 2.4428 0.1950
50 O 1.8957 1.9205 -0.8939
51 H 3.9499 3.4321 -1.1595
52 H 4.0487 4.1452 0.4468
53 H 2.6709 4.4659 -0.5910
54 H 1.9789 2.6109 1.0516
55 H 3.4156 1.7335 0.5275
56 H 1.4511 1.1070 -0.6110

The energy above the lowest of the compared OMol25 structures with the same formula, charge and spin is 34.9 kJ/mol. Its net charge is +1. Its LUMO energy is -3.95 eV. As for the HOMO energy: -12.000 eV. The spin multiplicity is 1. As for the gap between HOMO and LUMO: 8.050 eV.